A cluster of 2 separate species, C3H9S2 in total. Source: the OMol25 dataset; level of theory: wB97M-V/def2-TZVPD.

Element x y z (Å)
C -1.7524 -0.3220 -1.0431
S -2.2874 0.3950 0.5692
H -0.7130 -0.1397 -1.3848
H -1.9210 -1.4022 -1.0313
H -2.4338 0.1371 -1.7874
C 1.2754 1.4414 -0.1551
S 2.0643 -0.1569 0.3930
C 0.7481 -1.1740 1.2563
H 0.7960 1.2553 -1.1384
H 2.1049 2.1834 -0.2429
H 0.6163 1.7611 0.5522
H 0.4517 -0.6401 2.0775
H -0.1312 -1.1485 0.5615
H 1.1821 -2.1899 1.3733

Properties
Molar mass ... 109.24 g/mol
Energy above the lowest of the compared OMol25 structures with the same formula, charge and spin ... 118.3 kJ/mol
Multiplicity ... 1
HOMO level ... -2.37 eV
E_tot ... -916.069526 Ha
HOMO-LUMO gap ... 0.2105 Ha
Charge ... -1
Maximum force ... 3.91 eV/Å